1.
A molecular structure, C44H34N2O3P2Se2Tc in a non-equilibrium geometry. Source: the OMol25 dataset; level of theory: ωB97M-V/def2-TZVPD.

Values from the calculation:
frontier orbital gap (spin up / spin down)	6.1 / 5.4	eV
spin multiplicity	4
total charge	+2
energy	-206758.9874	eV
molar mass	956.6	Da

Last column: Mulliken charge in e.
Element x y z (Å)
Tc  -0.32593  0.36654  -0.78075  -0.142
Se  2.18437  -1.45283  2.56231  -0.258
Se  -0.76189  0.46697  1.63746  -0.311
P  1.87949  1.43270  -1.06962  3.067
P  0.08256  -1.23588  2.84082  0.076
O  -7.21743  2.70126  -2.06152  -0.501
O  -1.58872  2.22196  -0.91332  -0.347
O  -7.85814  1.05835  -3.40115  -0.445
N  -1.91693  -0.73037  -1.50576  0.437
N  0.50843  -1.50952  -1.00593  0.983
C  0.09628  -3.71067  -1.89217  -0.737
C  -1.24703  -0.54663  7.16685  -0.528
C  -0.21744  4.07037  -3.25421  -0.724
C  -0.32119  -2.42379  -1.59510  0.149
C  -3.74828  -0.27869  -3.05179  -0.486
C  -4.98889  0.27551  -3.31698  -0.822
C  -1.07077  -5.11233  2.69604  -0.645
C  -2.01897  -0.03883  6.13126  -0.763
C  -6.98698  1.64725  -2.57382  0.423
C  -0.84432  -2.74171  2.40779  0.988
C  3.17039  4.63719  1.14019  -0.759
C  4.58280  0.71030  -0.92203  -0.288
C  0.22596  3.03425  -2.42973  -0.042
C  5.72805  0.10922  -1.42725  -0.761
C  0.36144  -1.37644  5.58273  -0.499
C  -0.34232  -3.94896  2.88564  -0.693
C  3.32814  -0.14463  -2.80691  -0.281
C  -3.92446  0.43661  -0.75273  0.046
C  2.82946  2.79397  2.64781  -0.770
C  2.38837  2.52320  0.29626  0.153
C  1.72841  -1.92636  -0.63707  -0.565
C  -2.06307  -2.69885  1.73945  -0.384
C  1.99881  4.15322  -4.20193  -0.622
C  -5.15654  0.99533  -1.02576  -1.039
C  0.68825  4.61987  -4.14369  -0.676
C  -1.64694  -1.94327  -1.86053  -0.406
C  -0.06155  -1.21366  6.89251  -0.639
C  -3.20967  -0.19301  -1.76985  -0.126
C  2.19633  -3.20053  -0.89229  -1.341
C  -0.56959  2.24921  -1.54811  0.665
C  -1.61066  -0.20527  4.81777  -0.330
C  2.42447  1.99883  1.58909  0.098
C  5.67491  -0.60897  -2.61238  -0.628
C  2.77253  3.84639  0.07391  -0.492
C  1.56058  2.59981  -2.44455  -0.474
C  3.19324  4.11484  2.42557  -0.679
C  -2.28861  -5.07421  2.02941  -0.604
C  -0.41845  -0.87317  4.54709  1.182
C  3.38405  0.58741  -1.61733  0.257
C  -2.78161  -3.87052  1.54777  -0.605
C  4.47464  -0.73936  -3.30257  -0.785
C  1.38020  -4.10457  -1.55486  -0.782
C  2.45107  3.15558  -3.33824  -0.279
C  -5.69364  0.92044  -2.30729  0.331
H  -3.17590  -0.74234  -3.84693  0.539
H  0.53918  -1.60535  7.70239  0.426
H  2.85778  2.38185  3.64776  0.538
H  2.34226  -1.22012  -0.10418  0.872
H  4.62226  1.27243  0.00192  0.483
H  -1.57004  -0.41854  8.19132  0.400
H  -2.94067  0.48603  6.34391  0.432
H  2.16368  0.96098  1.76475  -0.238
H  2.77267  4.26373  -0.92301  0.410
H  -2.45977  -1.75263  1.38802  0.225
H  -3.73628  -3.84082  1.03796  0.510
H  -5.71374  1.51244  -0.25618  0.479
H  3.19025  -3.47281  -0.56794  0.634
H  1.29512  -1.88267  5.37151  0.381
H  -0.68952  -6.05081  3.07608  0.450
H  6.57174  -1.07109  -3.00325  0.437
H  6.66375  0.20972  -0.89393  0.461
H  3.46228  5.66344  0.96256  0.454
H  1.73579  -5.09926  -1.78567  0.493
H  2.68236  4.57991  -4.92422  0.483
H  -3.51755  0.48602  0.24863  0.392
H  4.43681  -1.29833  -4.22848  0.470
H  3.49962  4.73984  3.25373  0.419
H  -7.58606  0.17817  -3.68007  0.343
H  -5.37878  0.24605  -4.32721  0.457
H  -1.24433  4.40978  -3.21209  0.618
H  3.48054  2.82116  -3.36335  0.542
H  -0.59189  -4.38944  -2.37779  0.599
H  -2.85680  -5.98434  1.88995  0.431
H  0.36524  5.41248  -4.80478  0.451
H  -2.40640  -2.58694  -2.29212  0.689
H  -2.22374  0.17773  4.01220  0.339
H  0.60922  -3.98088  3.40154  0.388
H  2.38766  -0.22891  -3.34352  0.403

2.
4 unconnected molecules or ions with the total composition C5H14O3 in a non-equilibrium geometry. Source: the OMol25 dataset; level of theory: ωB97M-V/def2-TZVPD.

Values from the calculation:
frontier orbital gap	9.4	eV
spin multiplicity	1
SMILES string	C=CC(=C)C.O.O.O
relative energy (zero: lowest compared OMol25 entry of this formula, charge and spin)	2.237	eV
energy	-11551.8871	eV
molar mass	122.2	Da

Last column: Mulliken charge in e.
Element x y z (Å)
O  -4.86329  2.22017  -0.95936  -0.609
O  1.04259  -3.72238  2.71979  -0.588
O  3.79175  1.30634  -1.01451  -0.638
C  -0.65701  -1.14839  -0.93045  -1.016
C  -0.74207  1.75875  -0.64642  -1.091
C  0.25096  -0.27666  -0.05736  1.010
C  -0.04721  1.06938  0.28233  -0.191
C  1.32322  -0.91324  0.48380  -1.068
H  2.05615  -0.44547  1.20840  0.210
H  -4.01436  2.07989  -0.69433  0.306
H  1.09480  -4.40864  3.35456  0.294
H  -1.25268  -0.49061  -1.79429  0.232
H  -1.42031  -1.61657  -0.30178  0.281
H  3.29354  1.28005  -0.17648  0.316
H  -0.76854  2.83925  -0.60107  0.330
H  -5.13465  1.48353  -1.42267  0.300
H  1.48244  -1.94477  0.29364  0.256
H  0.09748  1.59651  1.20495  0.375
H  -0.10772  -1.94723  -1.53117  0.317
H  -0.97369  1.49426  -1.62648  0.360
H  1.81851  -3.26633  2.84966  0.293
H  3.29336  1.97411  -1.52169  0.319